# 1
14
Properties=species:S:1:pos:R:3:forces:R:3:mulliken_charge:R:1 method="wB97M-V/def2-TZVPD" e_tot_ha=-1328.310137 relative_energy_kj_mol=166.1 e_homo_ev=-8.83 charge=0 homo_lumo_gap_ev=9.233
C 0.5341 -1.5756 0.3466 1.466 1.954 -1.446 -0.81
N -0.9857 0.5903 0.6079 0.396 0.995 0.433 -0.41
O 1.0403 0.6910 -0.9243 -0.136 -0.590 0.028 -0.29
O -1.0748 -0.6926 -1.4830 0.618 -0.098 -2.399 -0.61
P -2.7007 0.7781 0.5098 0.431 0.386 2.622 -0.05
P 1.8051 1.6709 0.2524 0.368 1.823 -1.020 0.03
S -0.2541 -0.1649 -0.4534 -0.409 -1.136 1.717 0.99
H 0.9285 -0.9422 1.1802 -0.466 -1.746 0.379 0.29
H -0.2692 -2.3372 0.3795 0.781 0.486 0.761 0.34
H 1.4229 -1.8475 -0.2943 -1.116 -0.153 0.655 0.30
H -2.7741 0.3656 -0.7472 -0.851 -0.745 -2.042 0.05
H -3.0207 -0.4976 1.1191 -0.187 0.404 -0.417 0.01
H 3.1718 1.2261 0.2639 -0.438 -0.449 -0.452 0.07
H 2.1767 2.7357 -0.7571 -0.459 -1.129 1.181 0.08

---

# 2
13
Properties=species:S:1:pos:R:3:forces:R:3:mulliken_charge:R:1 method="wB97M-V/def2-TZVPD" e_tot_ha=-663.731964 relative_energy_kj_mol=633.3 e_homo_ev="-15.10 / -15.13" charge=+1 homo_lumo_gap_ev="6.816 / 6.843"
C 1.9457 0.2498 0.1120 1.525 -2.751 2.904 -0.59
N -0.7173 0.7678 1.4495 2.608 0.422 1.016 -0.38
O -1.4626 1.5841 -0.8840 -1.287 -0.115 -1.490 -0.36
O -2.4542 -1.5843 -0.6508 -0.280 6.571 -0.462 -0.48
O 0.9256 0.8805 -0.5630 -4.536 0.098 -0.265 -0.22
P -0.6315 0.5351 -0.1605 1.266 -1.054 1.158 0.85
H 1.9626 -0.8311 -0.1495 0.204 0.632 -0.088 0.29
H 1.8195 0.2066 1.2891 0.420 0.610 -2.315 0.26
H 2.8839 0.6983 -0.1949 -0.030 0.169 0.194 0.24
H 0.2295 1.1285 1.8850 -2.530 -0.955 -1.026 0.34
H -1.2883 0.2727 2.1431 0.032 0.158 -0.748 0.32
H -2.1400 1.2291 -1.5096 0.342 0.402 0.270 0.43
H -2.1050 -2.3973 -0.4991 2.267 -4.185 0.852 0.30

---

# 3
13
Properties=species:S:1:pos:R:3:forces:R:3:mulliken_charge:R:1 method="wB97M-V/def2-TZVPD" e_tot_ha=-398.004298 relative_energy_kj_mol=157.6 e_homo_ev=-10.26 charge=0 homo_lumo_gap_ev=10.566
N -1.4647 -1.7805 -0.7646 0.221 3.035 1.451 -0.36
C -1.9543 -0.8930 0.1392 0.379 4.397 -0.119 0.64
O -2.9057 -0.8786 0.8983 1.176 -1.711 -0.818 -0.57
O -1.3168 0.3291 -0.1231 -0.120 -2.485 -3.406 -0.48
H -2.0798 -2.4726 -0.6174 -1.419 -4.573 -0.773 0.25
H -0.5441 -1.6884 -1.1770 -0.622 -0.378 0.326 0.24
H -1.0801 0.8523 0.5727 0.336 1.779 3.357 0.28
O 2.1726 2.4793 -0.1951 -1.242 2.722 -1.545 -0.64
H 1.3856 2.9110 -0.6932 1.626 -1.495 1.231 0.32
H 2.7777 3.2684 -0.2411 -0.430 -1.332 0.346 0.32
O 1.3969 -0.9093 0.9522 0.981 -1.815 -1.382 -0.63
H 1.5719 0.0149 0.9928 0.234 1.300 0.027 0.31
H 2.0409 -1.2325 0.2563 -1.121 0.556 1.302 0.32

---

# 4
12
Properties=species:S:1:pos:R:3:forces:R:3:mulliken_charge:R:1 method="wB97M-V/def2-TZVPD" e_tot_ha=-968.646259 relative_energy_kj_mol=6.4 e_homo_ev=-9.57 charge=0 homo_lumo_gap_ev=9.968
N 0.8619 0.5585 -0.1316 0.090 0.333 -0.210 -0.50
C 1.8259 -0.5069 0.0449 0.177 -0.297 -0.016 -0.18
O 1.8138 -0.9505 1.3884 0.078 0.194 0.025 -0.51
H 0.6202 0.6838 -1.1096 -0.095 -0.208 0.086 0.23
H 1.2534 1.4509 0.1569 -0.010 -0.109 0.119 0.19
H 1.5608 -1.3459 -0.6086 -0.095 0.151 -0.029 0.26
H 2.8590 -0.2183 -0.1869 -0.077 0.023 0.049 0.26
H 1.0493 -0.5328 1.7996 -0.078 -0.127 0.002 0.29
S -2.7672 0.7371 0.6472 -0.100 -0.073 -0.067 -0.18
S -3.9111 -0.2956 -0.7307 0.177 0.087 0.105 -0.18
H -1.6286 0.0281 0.5525 -0.019 0.041 -0.057 0.16
H -3.5373 0.3914 -1.8221 -0.050 -0.015 -0.006 0.16

---

# 5
12
Properties=species:S:1:pos:R:3:forces:R:3:mulliken_charge:R:1 method="wB97M-V/def2-TZVPD" e_tot_ha=-751.175609 relative_energy_kj_mol=227.1 e_homo_ev=-10.09 charge=0 homo_lumo_gap_ev=10.033
N -2.7066 -1.5205 0.8062 0.860 -0.219 -0.890 -0.49
C -1.7373 -1.5902 0.1741 0.189 -0.538 0.338 0.27
Si -0.0256 -1.6955 -0.7246 -1.647 -0.675 1.859 0.60
H 0.8425 -0.9862 0.0804 1.215 1.140 1.399 -0.11
H 0.5435 -3.0012 -0.8084 -0.177 -1.038 -0.258 -0.11
H -0.2143 -0.9736 -1.8556 -0.432 1.100 -2.586 -0.10
O -2.4029 1.4886 -0.3832 0.696 0.885 -0.631 -0.45
Si -3.6957 0.9778 0.1892 -0.153 -1.916 1.410 0.47
H -4.8087 0.4408 -0.6329 -0.086 0.363 0.111 -0.05
H -3.7579 0.5437 1.6524 -0.463 0.898 -0.750 -0.03
H 2.7075 -1.2399 2.9593 0.549 0.197 -0.202 -0.03
H 3.3830 -0.9990 2.7100 -0.551 -0.198 0.200 0.03

---

# 6
10
Properties=species:S:1:pos:R:3:forces:R:3:mulliken_charge:R:1 method="wB97M-V/def2-TZVPD" e_tot_ha=-495.217440 relative_energy_kj_mol=25.4 e_homo_ev=-9.37 charge=0 homo_lumo_gap_ev=10.433
C -1.0389 0.1354 -0.6875 -0.021 -0.136 0.169 -0.74
N -0.7953 -0.4985 0.6126 0.136 0.200 -0.125 -0.50
H -1.0531 1.2150 -0.5512 -0.032 0.046 -0.045 0.29
H -0.2116 -0.0933 -1.3566 -0.007 -0.013 -0.055 0.28
H -1.9799 -0.1755 -1.1573 0.076 0.083 -0.047 0.29
H -0.8242 -1.5054 0.5258 -0.104 -0.016 0.098 0.19
H -1.5007 -0.2078 1.2754 -0.037 -0.170 0.058 0.21
S 2.6792 -0.0350 0.0411 0.136 0.038 -0.002 -0.34
H 3.0691 1.1972 0.3928 0.011 -0.023 -0.012 0.14
H 1.6554 -0.0320 0.9048 -0.158 -0.010 -0.038 0.17

---

# 7
10
Properties=species:S:1:pos:R:3:forces:R:3:mulliken_charge:R:1 method="wB97M-V/def2-TZVPD" e_tot_ha=-495.208242 relative_energy_kj_mol=49.6 e_homo_ev=-9.31 charge=0 homo_lumo_gap_ev=10.257
C -0.3112 -0.7194 0.6463 0.133 -1.160 -0.850 -0.77
N 1.1273 -0.4573 0.3165 -0.753 -0.814 -0.855 -0.53
H -0.5078 -1.7017 1.1540 0.384 0.840 0.010 0.30
H -0.7044 0.1146 1.2545 0.025 -0.480 -0.546 0.31
H -0.8542 -0.8667 -0.3314 0.332 0.761 1.038 0.29
H 1.4903 -1.1745 -0.3387 -0.586 0.653 0.404 0.21
H 1.6872 -0.6026 1.1279 0.384 0.169 0.800 0.23
S -0.8123 2.3841 -1.0732 1.016 -1.517 -0.145 -0.36
H 0.2423 1.4707 -0.7342 -1.354 1.094 -0.476 0.19
H -1.3571 1.5528 -2.0218 0.417 0.454 0.621 0.13

---

# 8
11
Properties=species:S:1:pos:R:3:forces:R:3:mulliken_charge:R:1 method="wB97M-V/def2-TZVPD" e_tot_ha=-893.382809 relative_energy_kj_mol=99.4 e_homo_ev=-8.91 charge=0 homo_lumo_gap_ev=8.659
C 1.1186 -0.7738 0.3961 -1.272 2.852 -0.979 -0.55
N 1.7880 0.0119 -0.6596 1.155 -0.004 0.684 -0.60
H 0.4197 -0.0205 0.9286 0.296 -2.070 -0.538 0.15
H 0.7330 -1.6346 -0.1176 -1.184 -0.168 0.084 0.26
H 1.7613 -1.1898 1.1035 1.544 -0.251 1.166 0.30
H 2.0915 0.9172 -0.2965 -0.091 -0.396 -0.222 0.22
H 1.1675 0.1897 -1.4256 -0.373 0.043 -0.184 0.25
S -2.5491 -0.5552 0.1601 0.172 1.508 -0.209 -0.19
S -1.9171 1.1628 -1.0465 -0.914 -1.289 0.738 -0.19
H -3.3777 0.0476 1.0836 0.455 -0.143 -0.813 0.18
H -1.2357 1.8448 -0.1261 0.210 -0.082 0.273 0.16

---

# 9
11
Properties=species:S:1:pos:R:3:forces:R:3:mulliken_charge:R:1 method="wB97M-V/def2-TZVPD" e_tot_ha=-893.055429 s2=0.76 relative_energy_kj_mol=135.3 multiplicity=2 e_homo_ev="-13.08 / -12.40" charge=+1 homo_lumo_gap_ev="7.852 / 3.120"
S -0.2454 -0.8927 -1.7254 -0.165 0.247 0.454 0.14
S 0.3369 1.0358 -1.8875 -0.564 -0.589 -0.278 0.13
H 0.0675 -1.3396 -0.4469 0.417 0.596 -0.553 0.31
H 1.6199 1.0262 -1.5157 0.330 -0.269 0.537 0.30
C -0.7229 -0.1153 3.8324 -2.407 0.390 -0.877 -0.75
N 0.3260 -0.2064 2.8485 1.036 -0.540 0.389 -0.45
H -0.8201 0.7947 4.4318 0.720 -0.020 0.197 0.28
H -0.8648 -0.9961 4.4448 0.780 -0.178 0.239 0.32
H -1.6857 -0.1086 3.2878 0.265 0.052 -0.035 0.27
H 0.4150 0.5755 2.2230 -0.319 0.408 0.106 0.22
H 1.2308 -0.3278 3.2963 -0.093 -0.097 -0.180 0.24

---

# 10
12
Properties=species:S:1:pos:R:3:forces:R:3:mulliken_charge:R:1 method="wB97M-V/def2-TZVPD" e_tot_ha=-932.217426 relative_energy_kj_mol=64.2 e_homo_ev=-6.99 charge=0 homo_lumo_gap_ev=6.523
O -0.0363 0.0355 1.2042 -1.051 0.120 0.314 -0.40
P -1.3061 0.8648 0.9310 1.245 -1.230 -0.218 0.52
S -2.8747 -0.4315 0.6389 -0.212 -0.116 -0.135 -0.16
H 0.1543 -0.6978 0.4174 1.791 0.280 -1.925 0.39
H -1.1133 1.6215 -0.2226 -0.173 0.274 0.056 0.15
H -1.5364 1.6725 2.0372 -0.179 0.231 -0.050 0.12
H -3.8250 0.2979 1.2375 0.053 0.209 0.085 0.19
C 2.0944 -0.6757 -1.2446 1.036 0.334 0.174 -0.61
O 0.7822 -1.0058 -1.0494 -1.515 0.148 1.582 -0.83
H 2.4534 0.2462 -0.7259 -0.298 -0.045 0.060 0.20
H 2.8343 -1.4407 -0.9221 -0.288 -0.122 0.064 0.22
H 2.3732 -0.4870 -2.3016 -0.408 -0.083 -0.007 0.23

---

# 11
11
Properties=species:S:1:pos:R:3:forces:R:3:mulliken_charge:R:1 method="wB97M-V/def2-TZVPD" e_tot_ha=-268.013038 relative_energy_kj_mol=69.2 e_homo_ev=-3.79 charge=-1 homo_lumo_gap_ev=8.343
C -1.2315 0.5612 -0.3301 0.792 -0.025 0.532 -0.59
O -0.3615 0.3215 0.7368 0.255 0.194 0.022 -0.70
H -1.6969 1.5443 -0.1526 -0.603 -0.405 -0.089 0.21
H -0.7516 0.6666 -1.3275 0.192 -0.153 0.149 0.23
H -1.8987 -0.3048 -0.4140 -0.652 0.393 -0.248 0.21
H 1.3081 0.7123 -0.3821 0.173 0.081 0.388 0.35
H 2.0072 0.5193 0.9118 -0.101 0.075 -0.169 0.31
O 2.1454 0.9390 0.0548 0.508 0.124 -0.280 -0.67
H -0.2043 -2.4214 0.3391 0.307 0.241 -0.113 0.19
H 0.1836 -0.7073 0.5329 -0.855 -0.421 -0.658 0.37
O 0.5003 -1.8307 0.0310 -0.016 -0.102 0.467 -0.91

---

# 12
13
Properties=species:S:1:pos:R:3:forces:R:3:mulliken_charge:R:1 method="wB97M-V/def2-TZVPD" e_tot_ha=-418.593731 relative_energy_kj_mol=35.7 e_homo_ev=-5.31 charge=-1 homo_lumo_gap_ev=9.332
O -0.2781 -0.5793 1.3510 0.501 -0.323 0.539 -0.59
C -1.2025 -0.4370 0.5552 -0.501 0.938 -0.261 0.00
O -1.3317 -0.8877 -0.6135 0.131 -0.380 0.020 -0.77
H -2.0211 0.2784 0.8550 -0.036 -0.219 0.154 0.39
H 0.8482 -0.5960 -2.2492 0.255 0.135 -0.068 0.36
H 0.7194 -1.3758 -1.0105 0.289 0.004 -0.051 0.36
O 1.3946 -1.1642 -1.6867 -0.466 -0.089 0.120 -0.70
H -0.9613 0.3849 -1.6203 -0.072 -0.052 -0.534 0.39
H -0.3510 1.7732 -1.7592 0.065 -0.113 -0.270 0.30
O -0.6383 1.0324 -2.3097 -0.057 0.189 0.499 -0.73
H 2.0554 1.1133 2.2351 -0.301 0.006 0.129 0.33
H 0.8801 1.0001 3.1933 0.048 -0.045 -0.339 0.33
O 1.6675 1.5314 3.0159 0.145 -0.052 0.063 -0.67